ORCA calculation (the ωB97M-V functional and the def2-TZVPD basis) on a molecular structure, C27H35N3O4PdSSi in a non-equilibrium geometry.

```
72
C27H35N3O4PdSSi (the ωB97M-V functional and the def2-TZVPD basis)
Pd -1.144 0.789 -0.570
C -3.129 0.333 -3.056
Si -2.773 -1.361 -2.387
C -2.263 -2.471 -3.797
C -4.231 -2.031 -1.452
N -1.430 -1.314 -1.198
C -0.918 -2.328 -0.773
C -0.735 -3.647 -0.614
C 0.417 -4.437 -0.256
C 1.733 -4.134 -0.201
C 2.320 -2.836 -0.433
C 1.728 -1.686 -0.131
O 2.105 -0.458 -0.580
C 3.088 0.242 0.079
C 3.641 1.308 -0.621
C 4.591 2.104 -0.006
C 4.999 1.833 1.297
C 4.454 0.752 1.970
C 3.492 -0.054 1.370
H -3.883 0.261 -3.846
H -2.226 0.770 -3.488
H -3.492 1.005 -2.277
H -3.045 -2.482 -4.559
H -2.080 -3.501 -3.484
H -1.350 -2.094 -4.262
H -5.091 -2.150 -2.115
H -4.509 -1.340 -0.654
H -4.018 -3.001 -0.997
H -1.637 -4.184 -0.894
H 0.177 -5.481 -0.092
H 2.421 -4.957 -0.054
H 3.300 -2.771 -0.892
H 3.315 1.487 -1.639
H 5.024 2.936 -0.547
H 5.742 2.455 1.776
H 4.771 0.528 2.980
H 3.073 -0.903 1.897
O -0.134 -3.938 3.976
C -1.045 -3.063 3.517
C -2.316 -3.090 4.094
C -3.280 -2.190 3.690
C -3.014 -1.238 2.703
C -1.778 -1.233 2.102
C -0.790 -2.149 2.481
C 0.542 -2.153 1.878
O 1.553 -2.510 2.427
O 0.563 -1.643 0.590
H 0.738 -3.706 3.614
H -2.509 -3.816 4.873
H -4.253 -2.216 4.163
H -3.759 -0.511 2.412
H -1.510 -0.520 1.333
C 1.020 4.150 2.121
C 1.000 2.800 1.420
N 0.785 2.926 -0.012
C -0.437 2.825 -0.614
S -1.925 2.840 0.258
N -0.425 3.062 -1.984
C 0.491 3.974 -2.655
C 0.220 5.440 -2.341
H 1.200 4.023 3.190
H 0.062 4.654 1.992
H 1.808 4.786 1.715
H 0.208 2.174 1.833
H 1.947 2.277 1.565
H 1.596 2.841 -0.599
H -1.367 3.089 -2.342
H 0.402 3.782 -3.725
H 1.520 3.722 -2.392
H -0.794 5.714 -2.634
H 0.919 6.088 -2.874
H 0.324 5.625 -1.271
```

LUMO energy in eV: 0.16
E_tot in Eh: -2330.62458
Kohn-Sham gap in eV: 7.17
Energy above the lowest of the compared OMol25 structures with the same formula, charge and spin in eV: 2.662
F_max in eV/A: 1.47